28
Properties=species:S:1:pos:R:3:forces:R:3 method="wB97M-V/def2-TZVPD" relative_energy_kj_mol=517.3 lumo_energy_ev=-3.95 orbital_gap_ev=9.32 total_charge=+1
C 2.466429 2.263789 0.784389 2.41 2.30 2.80
C 2.187345 1.290414 -0.005482 -0.25 0.64 -2.31
C 1.867597 -0.979458 -0.072290 -4.45 -2.34 -0.82
C -2.949341 0.162424 0.126880 0.42 -3.13 1.08
C -2.349852 -0.483980 -1.123436 2.20 -1.11 2.93
C -1.879780 -0.107039 1.247901 -0.77 2.44 -0.22
C -1.033545 0.166876 -1.461870 0.01 -0.30 -0.64
C -0.684865 0.743163 0.925776 -1.40 2.10 -1.42
C 2.450433 -2.323391 -0.206971 -1.27 -2.43 1.85
N -0.088783 0.453820 -0.376755 -0.22 -1.26 0.15
O 2.596681 -0.023620 0.227782 1.42 0.24 0.80
O 0.543718 -0.932782 -0.246406 2.56 0.36 0.36
H 2.360389 3.342034 0.598421 -0.66 -0.79 -0.69
H 3.116100 2.221165 1.708666 -1.08 -0.83 -0.91
H 1.731981 1.320353 -0.985711 0.36 0.66 0.36
H -3.203427 1.183956 -0.036455 -0.20 0.84 0.25
H -3.805242 -0.455621 0.452177 -0.13 0.74 -0.46
H -2.019884 -1.516364 -0.818334 -0.97 0.52 -0.48
H -2.962918 -0.518536 -1.951821 -1.34 -0.09 -1.76
H -2.164073 0.289608 2.228933 -0.53 -0.49 -0.07
H -1.600080 -1.145022 1.333718 -0.15 -0.39 -0.02
H -0.507248 -0.429682 -2.205896 0.19 -0.06 0.12
H -1.205357 1.065616 -1.977602 -0.16 1.74 -0.40
H -0.947530 1.890818 0.841930 0.15 -2.11 -0.02
H -0.009509 0.747657 1.723394 1.73 -0.27 0.83
H 1.975400 -3.287539 -0.596147 -0.94 1.95 0.88
H 3.200699 -2.330040 -0.880292 3.08 0.88 -2.13
H 2.914662 -2.608614 0.745501 -0.02 0.23 -0.04


26
Properties=species:S:1:pos:R:3:forces:R:3 method="wB97M-V/def2-TZVPD" relative_energy_kj_mol=41.6 smiles="CC(CO)=C1CCCCC1" lumo_energy_ev=0.90 orbital_gap_ev=9.22
O -1.915262 -1.771973 1.819100 0.09 -1.05 0.56
C -1.037308 -1.188166 -0.330514 1.54 2.04 0.63
C -0.092891 -0.187603 -0.160402 -1.91 -1.96 -1.33
C -2.018012 -1.117677 -1.472830 0.01 -0.51 -0.12
C -1.210204 -2.331629 0.680012 0.93 1.26 0.35
C 0.754919 -0.108550 1.046037 0.25 -0.01 0.37
C 0.144383 0.868074 -1.255088 0.88 0.25 1.07
C 1.110263 1.322762 1.376320 0.40 0.29 -0.62
C 1.545222 1.537387 -1.154285 -0.22 -0.16 0.10
C 1.824569 2.101124 0.247789 -0.91 0.94 -0.16
H -1.853819 -2.376658 2.599526 -0.04 0.59 -1.14
H -1.579203 -1.646962 -2.341658 -0.59 0.11 0.16
H -2.952720 -1.588487 -1.142264 0.19 -0.19 -0.36
H -2.311848 -0.110613 -1.793880 0.42 -0.12 0.19
H -0.219615 -2.738578 1.021084 -0.76 0.37 -0.38
H -1.759057 -3.126230 0.186790 -0.29 -0.28 0.14
H 1.629010 -0.729427 0.925060 0.73 -0.14 -0.17
H 0.260549 -0.508083 1.920803 -0.38 -0.25 0.06
H 0.026163 0.444177 -2.229564 -0.15 -0.37 -0.61
H -0.585164 1.651913 -1.162952 -0.64 0.47 0.05
H 1.738021 1.311705 2.248516 0.15 0.23 0.59
H 0.177939 1.831097 1.604523 -0.09 0.13 0.24
H 2.296377 0.798527 -1.414842 0.18 -0.30 0.07
H 1.701418 2.351369 -1.882982 -0.43 -0.37 0.09
H 1.423890 3.160005 0.272321 0.61 -0.99 0.04
H 2.902380 2.152497 0.393379 0.03 0.03 0.16


28
Properties=species:S:1:pos:R:3:forces:R:3 method="wB97M-V/def2-TZVPD" relative_energy_kj_mol=71.6 lumo_energy_ev="0.23 / 0.23" orbital_gap_ev="8.10 / 8.10"
C -1.689928 0.547296 -0.121706 -0.20 1.63 1.09
C -0.293396 0.942044 -0.048079 -1.02 -1.88 -2.82
C -2.551477 0.925801 0.822212 -1.50 -1.70 0.60
C 0.537590 0.630624 -1.038668 1.81 0.33 0.15
C -4.762904 1.601023 0.094651 0.59 2.31 2.86
C 3.729828 -2.387076 -1.339139 0.16 -1.24 1.43
C -4.055568 0.532952 0.963083 0.33 -0.28 -2.88
C 2.758292 -1.984093 -0.197076 2.43 -0.56 1.37
C 3.177204 -0.677675 0.405880 -3.31 3.25 0.64
O 2.360012 1.962920 0.249122 0.34 1.17 1.36
O 2.422099 -0.369297 1.600465 1.72 -0.23 -1.80
S 2.332825 0.987750 -0.859587 -0.51 -1.68 -0.32
H -2.040905 0.057592 -0.986780 -0.24 -0.91 -0.82
H 0.054666 1.367295 0.802943 1.09 1.23 2.56
H -2.244315 1.546042 1.648586 0.42 0.12 0.17
H 0.216352 0.362443 -2.029799 -0.08 -0.60 -0.12
H -5.805267 1.416735 -0.071397 -0.41 -0.19 -0.52
H -4.134545 1.861015 -0.736371 -0.29 -0.43 -0.91
H -4.697525 2.552392 0.699162 -0.41 -0.54 -0.58
H 3.647472 -1.870934 -2.267182 0.05 0.72 -0.51
H 3.582732 -3.444646 -1.546360 -0.31 -0.12 -0.25
H 4.771687 -2.410564 -0.921838 -0.81 0.62 -0.56
H -4.299500 0.551261 2.030538 -0.39 -0.23 -0.46
H -4.472417 -0.377800 0.363134 1.67 0.64 1.77
H 1.667945 -2.043374 -0.323063 0.50 0.11 -0.25
H 3.070957 -2.682232 0.632557 -0.83 0.15 -0.63
H 4.193931 -0.206226 0.436480 -0.72 -1.09 -0.24
H 2.524152 0.608745 1.738225 -0.11 -0.58 -0.33


28
Properties=species:S:1:pos:R:3:forces:R:3 method="wB97M-V/def2-TZVPD" relative_energy_kj_mol=0.0 lumo_energy_ev="0.75 / 0.31" orbital_gap_ev="8.64 / 6.64"
C 1.673488 -1.648209 -0.031203 0.47 -3.37 -3.10
C -0.137706 2.064518 0.786169 -0.25 2.74 1.22
C 0.058663 1.848112 -0.693264 0.56 0.26 -0.75
C 0.824005 1.329039 1.653469 0.21 0.15 2.66
C -1.217386 1.157758 -1.181288 -0.69 -0.78 0.25
C 0.684091 -0.143325 1.431549 0.76 1.41 -0.86
C -1.396585 -0.201617 -0.489774 2.45 3.20 -1.13
C 3.027928 -1.949798 -0.749310 -1.19 1.63 -1.73
C -2.455828 -2.472961 0.561332 -1.80 -0.69 0.05
O 0.673004 -2.330753 -0.272827 1.48 1.27 1.06
O 1.799101 -0.611166 0.723878 -0.20 0.64 0.74
Se -2.906454 -0.584464 0.296376 -2.15 -1.08 0.88
H 0.108882 3.133456 1.031212 -0.86 -0.54 -0.25
H -1.173607 1.827674 1.145348 0.81 0.39 -0.53
H 0.372065 2.826126 -1.264295 -0.81 -1.92 0.98
H 0.903155 1.112017 -0.751989 -0.58 0.72 -0.61
H 1.868032 1.797786 1.543884 -1.21 -1.22 0.05
H 0.504979 1.507901 2.766625 0.68 -0.09 -1.83
H -2.148621 1.717937 -0.966655 0.66 0.35 -0.30
H -1.184074 0.923239 -2.240434 -0.06 0.26 -0.42
H 0.428710 -0.747963 2.251283 -0.52 -1.02 0.80
H -0.681379 -0.877011 -0.821982 0.49 -1.59 -0.26
H 3.807360 -1.940477 -0.015483 0.64 0.06 0.16
H 3.198847 -1.112078 -1.563546 -0.20 -1.36 1.85
H 3.004838 -2.872389 -1.341441 -0.20 0.11 0.59
H -2.853073 -2.675985 1.575894 0.90 -0.09 -0.34
H -3.131968 -3.150728 -0.092293 1.68 1.20 0.59
H -1.350252 -2.488381 0.428163 -1.05 -0.63 0.20


41
Properties=species:S:1:pos:R:3:forces:R:3 method="wB97M-V/def2-TZVPD" lumo_energy_ev=0.84 orbital_gap_ev=1.82 total_charge=-1
C 2.507194 -1.734936 0.991695 0.14 0.33 -0.17
C 1.594583 -0.713892 0.311618 -0.05 0.53 -0.37
B 1.431046 -0.910747 -1.218759 -0.08 0.14 0.03
O 2.516497 -1.311335 -1.972380 -0.16 -0.28 -0.17
N 0.152354 -0.821817 -1.970148 -0.04 0.12 0.28
N -0.161478 -1.862417 -2.868179 0.01 -0.05 -0.87
C -1.355942 -1.573126 -3.451830 -0.45 -0.52 0.39
Br -2.004108 -2.515759 -4.944094 0.19 0.19 -0.16
N -1.797137 -0.400222 -3.047048 0.02 0.33 0.20
C -0.907910 0.052278 -2.161513 0.32 -0.33 0.05
N -1.057147 1.263457 -1.560387 -0.30 0.10 0.13
C -0.162960 1.836286 -0.608409 0.07 0.16 0.10
C 1.106234 2.346382 -1.264949 -0.30 -0.14 0.42
O 1.321419 2.333324 -2.418662 0.34 0.05 -0.84
Br 2.351527 3.113935 0.000344 0.14 0.11 0.19
C -2.224866 2.015504 -1.955951 -0.19 -0.03 -0.40
P -3.753632 1.293184 -1.279179 0.33 -0.31 0.37
O -3.531100 0.358691 -0.172908 -0.01 -0.02 0.05
O -4.596508 2.599277 -0.928204 -0.19 0.07 -0.10
O -4.587915 0.670205 -2.484731 -0.19 -0.01 0.01
H 3.459252 -1.837163 0.474913 0.00 -0.14 -0.26
H 2.005901 -2.695078 1.063486 0.10 -0.21 0.13
H 2.704103 -1.326022 1.971970 -0.05 -0.38 0.42
H 0.638582 -0.664871 0.829822 -0.08 -0.13 0.18
H 2.054602 0.263256 0.469227 0.12 0.17 0.18
H 2.339541 -1.231895 -2.916664 0.15 -0.01 -0.04
H 0.428137 -2.655875 -3.032958 0.14 0.00 0.32
H 0.071071 1.195236 0.234644 0.13 -0.23 0.02
H -0.629565 2.715744 -0.166589 -0.11 0.07 0.06
H -2.333060 2.022931 -3.040401 0.07 0.01 -0.14
H -2.136833 3.048982 -1.641865 0.06 0.08 0.21
H -5.409325 2.331018 -0.478324 -0.04 0.19 0.04
H -4.329672 -0.260385 -2.558531 0.04 0.01 -0.25
O 2.152130 -1.095213 6.970487 0.05 0.03 -0.40
C 2.472019 -1.059315 5.720385 1.15 -0.34 1.07
C 1.111250 -0.679517 4.739149 -1.38 0.44 -1.17
O 1.427284 -0.652403 3.479042 -0.17 0.08 0.43
H 2.812132 -2.011972 5.250938 -0.37 -0.03 -0.02
H 3.191513 -0.270258 5.399029 -0.32 0.18 0.00
H 0.756649 0.274670 5.186145 0.47 0.08 0.05
H 0.374140 -1.450144 5.049770 0.40 -0.29 0.02


31
Properties=species:S:1:pos:R:3:forces:R:3 method="wB97M-V/def2-TZVPD" relative_energy_kj_mol=0.0 lumo_energy_ev="-0.43 / -0.43" orbital_gap_ev="4.77 / 4.77"
Zn -0.440469 -0.102989 0.379913 -1.48 -0.74 -2.00
H 0.567418 2.341888 0.179133 0.34 0.28 -0.61
H 0.613088 2.263131 -0.570845 0.17 0.24 0.60
P -0.575965 -0.592212 -2.150046 2.38 1.90 -2.08
C 0.727926 -1.392935 -3.168832 0.05 -0.59 -0.43
H 0.400220 -1.499464 -4.216480 0.17 -0.02 0.24
H 1.673536 -0.838033 -3.155972 -0.33 0.10 0.11
H 0.948112 -2.389322 -2.779102 -0.05 -0.08 -0.02
C -2.043453 -1.367279 -2.857634 -0.42 -0.11 0.17
H -2.943103 -0.823516 -2.574468 -0.05 0.13 -0.02
H -1.954101 -1.402927 -3.947452 -0.07 0.03 0.17
H -2.144792 -2.369921 -2.448118 0.04 -0.14 -0.08
C -0.567123 1.012580 -3.105824 -0.47 0.19 -0.75
H 0.374030 1.567538 -3.016868 0.08 -0.46 0.07
H -0.774819 0.840934 -4.174666 0.13 0.13 0.12
H -1.324851 1.706817 -2.733641 -0.14 -0.25 0.10
C 1.667976 -0.561679 0.238116 3.65 -2.13 -1.57
O 2.730517 -1.030980 0.073245 -3.66 1.77 0.69
H -1.143186 0.981943 -0.612022 -0.64 -0.08 1.11
H -0.754596 -1.530725 -0.685553 0.05 -0.64 1.78
Br 1.474800 -1.957258 5.398794 0.02 0.43 -0.42
C 0.892574 -0.503304 4.298909 -0.29 -0.64 -0.59
C 0.693880 0.752252 4.873947 -0.01 -0.69 -0.62
C 0.220283 1.762748 4.050208 0.10 0.26 -0.15
C -0.158675 1.458321 2.740557 -0.30 0.02 0.82
N -0.107724 0.217961 2.268462 2.03 -0.09 1.56
C 0.555537 -0.741747 2.950950 -0.49 0.67 0.97
H 0.932041 0.871301 5.922142 -0.02 0.29 -0.06
H 0.169624 2.781656 4.421063 -0.10 -0.12 -0.13
H -0.512838 2.196633 2.026542 -0.26 0.05 0.32
H 0.804119 -1.651420 2.375545 -0.44 0.32 0.69